(1)
C23H49FN3O13S3V | ωB97M-V/def2-TZVPD

```
93
C23H49FN3O13S3V ωB97M-V/def2-TZVPD
C -3.7268 -0.7366 0.7910
C -2.9587 -0.6810 2.0942
N -2.1282 -1.9510 2.3059
C -1.4323 -1.8164 3.6176
C -2.9486 -3.2194 2.3063
C -4.0535 -3.1905 3.3460
C -1.0273 -2.0053 1.2664
C -0.0933 -3.1853 1.3139
O 0.7878 -3.0554 2.4057
C 1.8290 -4.0028 2.4454
H -3.2247 -1.0597 -0.1160
H -4.1917 0.2084 0.5051
H -4.6000 -1.3733 0.9696
H -3.5157 -0.5615 3.0181
H -2.1727 0.0754 2.0997
H -1.0680 -2.8002 3.8984
H -2.0998 -1.5148 4.4225
H -0.6568 -1.0631 3.5622
H -2.2631 -4.0557 2.3610
H -3.4435 -3.2345 1.3342
H -4.3962 -4.1888 3.6078
H -4.9171 -2.6020 3.0389
H -3.6992 -2.7195 4.2647
H -0.5180 -1.0554 1.3975
H -1.5413 -2.0645 0.3093
H 0.4937 -3.2727 0.4036
H -0.5850 -4.1670 1.3767
H 2.4341 -3.8090 3.3336
H 2.4362 -3.9537 1.5373
H 1.4785 -5.0288 2.6211
V 0.5071 3.0669 2.8094
N -0.1431 1.3261 4.8656
O 0.9145 1.9684 4.9720
O -0.6144 0.6297 5.7599
O -0.7834 1.4653 3.7565
N -0.3320 1.3096 -0.1290
O -1.2350 0.4556 -0.1446
O 0.2770 1.6027 -1.1750
O -0.0967 1.9616 0.9278
F 3.1238 2.5938 -5.6441
C 3.7471 2.3543 -4.4822
C 5.1026 2.6206 -4.4076
C 5.7883 2.3436 -3.2318
C 5.0458 1.9520 -2.1130
C 3.6877 1.7249 -2.1808
C 3.0201 1.9408 -3.3906
H 5.5612 3.0540 -5.2875
H 6.8430 2.5653 -3.1661
H 5.5804 1.8828 -1.1720
H 3.1789 1.1771 -1.3977
H 1.9695 1.6889 -3.4631
C -2.8115 3.9446 0.1890
S -2.7248 4.4609 1.9462
O -1.4290 3.9489 2.5081
C -2.4757 6.2115 1.6086
H -3.8448 4.0641 -0.1373
H -2.5752 2.8880 0.0516
H -2.1136 4.5176 -0.4180
H -1.6449 6.3624 0.9202
H -2.2107 6.7544 2.5165
H -3.4186 6.6234 1.2505
C 3.5157 -1.5841 -2.6753
S 2.2581 -2.7286 -2.0321
O 2.7610 -3.4574 -0.8328
C 1.1590 -1.4729 -1.3022
H 3.1507 -0.8499 -3.3885
H 4.3078 -2.1931 -3.1113
H 3.9970 -1.0502 -1.8520
H 1.7032 -1.0981 -0.4366
H 0.1889 -1.9295 -1.1567
H 1.0017 -0.6469 -2.0004
C 3.3750 -0.7026 2.7107
S 3.0449 0.7592 1.7135
O 2.1318 1.7073 2.4296
C 4.6767 1.5646 1.6806
H 4.2153 -1.2926 2.3399
H 2.5271 -1.3851 2.6566
H 3.5747 -0.4150 3.7441
H 4.9839 1.8152 2.6924
H 4.5674 2.4340 1.0340
H 5.3712 0.9069 1.1576
C -1.7366 0.3826 -3.3781
O -2.4292 0.5327 -4.6078
C -3.0392 -0.5144 -5.1120
O -3.2993 -1.5249 -4.5237
O -3.3669 -0.2708 -6.3771
C -4.3012 -1.1947 -6.9216
H -2.3075 -0.2712 -2.7137
H -1.7791 1.3331 -2.8567
H -0.7344 -0.0151 -3.5017
H -4.3775 -0.9292 -7.9760
H -5.2855 -1.0628 -6.4785
H -3.9466 -2.2226 -6.9034
```

Computed properties:
E_LUMO (spin up / spin down) in eV: -2.870 / -2.896
Spin multiplicity: 4
Net charge: +1
Orbital gap (spin up / spin down) in eV: 8.18 / 8.15

---

(2)
C23H49N2O2P3Ti | ωB97M-V/def2-TZVPD

```
80
C23H49N2O2P3Ti ωB97M-V/def2-TZVPD
Ti 0.0825 0.2753 0.6420
P 0.4508 -1.6874 -0.8754
P 2.6081 0.2586 1.1942
P -2.1672 0.7159 -0.4601
H 1.7740 2.1098 -0.8095
C 0.7063 2.1096 -0.5531
C 0.2832 2.4435 0.7719
H 1.0169 2.6956 1.5392
C 1.0746 -1.3188 -2.5529
C 1.6360 -2.9554 -0.3041
C -1.0237 -2.7006 -1.2492
C 3.2885 1.7285 2.0583
C 3.1183 -1.0717 2.3355
C 3.8245 0.1137 -0.1799
C -2.9404 2.3542 -0.1771
C -3.5137 -0.4165 0.0026
C -2.2245 0.6893 -2.3020
H 0.0555 2.3223 -1.4107
H -0.7201 2.8400 0.9465
H 1.2628 -2.2569 -3.0973
H 2.0109 -0.7516 -2.4873
H 0.3409 -0.7299 -3.1161
H 1.5636 -3.8216 -0.9782
H 1.3911 -3.2805 0.7163
H 2.6649 -2.5749 -0.3199
H -0.6896 -3.6269 -1.7406
H -1.7113 -2.1704 -1.9204
H -1.5588 -2.9650 -0.3264
H 4.3800 1.6259 2.1211
H 2.8755 1.8070 3.0719
H 3.0521 2.6466 1.5105
H 4.2145 -1.1562 2.3580
H 2.6932 -2.0362 2.0333
H 2.7534 -0.8346 3.3434
H 4.8433 0.2916 0.1934
H 3.5917 0.8665 -0.9408
H 3.7735 -0.8780 -0.6406
H -3.8374 2.4339 -0.8050
H -2.2511 3.1629 -0.4405
H -3.2227 2.4644 0.8769
H -4.4394 -0.1394 -0.5215
H -3.6741 -0.3505 1.0868
H -3.2503 -1.4512 -0.2448
H -3.1910 1.0767 -2.6575
H -2.0722 -0.3186 -2.7027
H -1.4241 1.3366 -2.6768
C -0.7870 0.5409 -6.2081
C -0.1789 0.6600 -7.4797
C -0.0753 1.9366 -8.0395
C -0.5860 3.0556 -7.3670
C -1.2940 2.8977 -6.1680
C -1.4542 1.6196 -5.6243
O -0.6595 -0.5872 -5.4300
H -0.1387 -1.2450 -5.9278
H 0.2127 -0.2351 -7.9738
H 0.4108 2.0629 -9.0165
H -0.4427 4.0558 -7.7847
H -1.7270 3.7480 -5.6461
H -2.0341 1.4298 -4.7240
C -0.2350 1.7457 4.2719
N -0.3163 0.3290 4.6200
C -0.0392 -0.0172 6.0014
C -0.6261 -1.3657 6.3288
C -0.4953 -2.4269 5.2612
N -0.6006 -1.8883 3.9189
C -0.6545 -2.9128 2.8703
C -0.4652 -0.5830 3.6505
O -0.4468 -0.1866 2.4080
H -0.1833 2.3088 5.2175
H -1.1347 2.0757 3.7313
H 0.6533 1.9830 3.6653
H 1.0473 0.0351 6.2101
H -0.5118 0.7666 6.6068
H -1.6856 -1.2193 6.5518
H -0.1388 -1.7456 7.2327
H -1.2878 -3.1838 5.3684
H 0.4687 -2.9588 5.3633
H 0.2449 -3.5485 2.9203
H -1.5353 -3.5563 3.0039
H -0.7233 -2.4661 1.8754
```

Computed properties:
E_LUMO (spin up / spin down) in eV: -10.674 / -10.912
Spin multiplicity: 2
Net charge: +3
Orbital gap (spin up / spin down) in eV: 3.45 / 3.22

---

(3)
C23H49N2OOsP3S | ωB97M-V/def2-TZVPD

```
80
C23H49N2OOsP3S ωB97M-V/def2-TZVPD
Os -0.3585 0.8522 -1.9870
P -2.2131 0.8200 -0.6009
P -0.4412 -1.7469 -1.1448
P -1.0965 0.6267 -4.0602
H 2.9145 3.9237 -3.6423
C 2.0665 4.4366 -4.1334
C 0.9518 4.8400 -3.4857
H 0.8856 4.8007 -2.3873
C -2.0361 1.2932 1.1770
C -3.5593 -0.4636 -0.4289
C -3.3117 2.1277 -1.2593
C 1.0570 -2.7725 -1.4309
C -0.8232 -2.2640 0.6118
C -1.7070 -2.6453 -2.1447
C -1.2363 2.2143 -4.9533
C -2.7443 -0.1813 -4.2212
C 0.0665 -0.5088 -4.8881
H 2.2688 4.7972 -5.1528
H 0.2240 5.4897 -4.0027
H -2.0666 2.3925 1.2547
H -1.0839 0.9529 1.6164
H -2.8616 0.8736 1.7787
H -3.2873 -1.3110 0.2127
H -3.8731 -0.8295 -1.4143
H -4.4232 0.0468 0.0250
H -2.7575 2.7813 -1.9412
H -3.6964 2.7005 -0.4057
H -4.1479 1.6523 -1.7906
H 0.7473 -3.8273 -1.5327
H 1.7546 -2.6789 -0.5834
H 1.5515 -2.4473 -2.3574
H -0.6899 -3.3490 0.6874
H -1.8500 -2.0292 0.9011
H -0.1462 -1.7776 1.3241
H -1.5966 -3.7234 -1.9643
H -1.5432 -2.4385 -3.2107
H -2.7175 -2.3373 -1.8633
H -1.1926 2.0351 -6.0348
H -0.4242 2.8864 -4.6489
H -2.1956 2.6773 -4.6862
H -2.6696 -1.0273 -4.9193
H -3.4757 0.5491 -4.5865
H -3.0877 -0.5573 -3.2470
H -0.0655 -0.4366 -5.9741
H -0.0951 -1.5438 -4.5551
H 1.0926 -0.2276 -4.6235
C 1.4966 1.2417 0.3161
C 2.2186 0.1686 -0.2374
C 2.6333 0.1948 -1.5959
C 2.2490 1.2457 -2.4282
C 1.1564 2.0951 -2.0348
C 0.7320 2.0050 -0.6350
S 1.5281 1.6039 2.0274
H 1.0478 0.1598 2.7629
H 2.4947 -0.6641 0.4048
H 3.2732 -0.6036 -1.9893
H 2.7141 1.4580 -3.3996
H 0.9085 2.9799 -2.6207
H -0.0132 2.7394 -0.2724
C 3.3614 -0.5965 3.5478
N 2.4672 -1.1126 4.5670
C 3.0019 -1.2267 5.9123
C 2.1692 -2.2438 6.6559
C 0.7189 -1.8602 6.6633
N 0.3084 -1.7004 5.2673
C -1.1151 -1.5571 5.0237
C 1.1461 -1.2056 4.3430
O 0.6662 -0.8496 3.1704
H 3.2230 0.4853 3.4008
H 3.1879 -1.0815 2.5793
H 4.3910 -0.7870 3.8796
H 4.0313 -1.5939 5.8258
H 2.9813 -0.2421 6.4269
H 2.5181 -2.3570 7.6836
H 2.2526 -3.2196 6.1584
H 0.5256 -0.9243 7.2152
H 0.0889 -2.6314 7.1186
H -1.6690 -2.1384 5.7655
H -1.4252 -0.5102 5.1477
H -1.3752 -1.9173 4.0238
```

Computed properties:
E_LUMO (spin up / spin down) in eV: -12.788 / -15.231
Spin multiplicity: 5
Relative energy (zero: lowest compared OMol25 entry of this formula, charge and spin) in kJ/mol: 152.27
Net charge: +4
Orbital gap (spin up / spin down) in eV: 5.71 / 3.66